Entry 1:
{
  "formula": "C2HNO3",
  "method": "the ωB97M-V functional and the def2-TZVPD basis",
  "species": ["C", "C", "N", "O", "O", "O", "H"],
  "positions_angstrom": [[-0.740, 0.901, -0.224], [-0.036, 0.056, 0.650], [0.715, -1.366, -0.689], [-1.921, 0.857, -0.518], [0.303, -0.262, 1.739], [1.598, -1.909, -0.170], [0.080, 1.723, -0.788]],
  "forces_ev_per_a": [[0.39, 3.66, -1.97], [1.38, -2.65, 1.48], [1.05, -0.50, 0.56], [1.16, -0.35, 0.20], [-0.43, 0.89, -1.26], [-1.53, 1.10, -0.36], [-2.01, -2.16, 1.35]],
  "lowdin_charge": [-0.301, -0.222, 0.090, 0.053, 0.147, 0.040, 0.193],
  "e_homo_ha": [-0.309, -0.326],
  "largest_force_ha_per_bohr": 0.0811
}

=====

Entry 2:
{
  "formula": "C4H13N2O2",
  "method": "the ωB97M-V functional and the def2-TZVPD basis",
  "species": ["C", "C", "C", "O", "N", "C", "N", "H", "H", "H", "H", "H", "H", "H", "H", "H", "H", "H", "H", "H", "O"],
  "positions_angstrom": [[0.543, 1.644, 0.785], [1.063, 0.378, 1.465], [-0.048, -0.536, 2.022], [-0.840, -1.160, 1.071], [-0.380, 1.382, -0.326], [0.214, 1.482, -1.634], [0.366, 0.229, -2.365], [0.086, 2.288, 1.535], [1.389, 2.231, 0.424], [1.647, -0.200, 0.735], [1.751, 0.600, 2.302], [0.430, -1.288, 2.696], [-0.673, 0.093, 2.676], [-0.746, 0.426, -0.139], [-0.353, 2.199, -2.253], [1.197, 1.990, -1.570], [-0.110, -0.558, -1.930], [1.325, -0.082, -2.426], [-0.722, -2.686, -0.007], [-1.870, -2.471, -0.916], [-1.007, -2.914, -0.923]],
  "forces_ev_per_a": [[0.23, -0.18, 0.26], [0.15, -0.43, 0.05], [-0.64, -0.77, -0.60], [0.59, 0.39, 0.10], [0.14, -0.32, 0.66], [0.32, 0.55, -0.40], [0.09, -0.49, -0.42], [-0.38, 0.02, 0.19], [0.17, 0.10, -0.19], [-0.07, -0.04, 0.01], [-0.14, 0.30, -0.20], [0.12, 0.21, 0.00], [-0.04, 0.29, 0.39], [-0.04, 0.36, -0.12], [-0.30, -0.39, 0.01], [-0.15, -0.36, 0.12], [-0.24, 0.24, 0.16], [0.15, 0.20, 0.14], [0.11, 0.68, -0.12], [0.35, -0.09, -0.09], [-0.45, -0.28, 0.05]],
  "lowdin_charge": [-0.266, -0.215, -0.463, -0.372, -0.062, -0.355, 0.006, 0.089, 0.083, 0.100, 0.092, 0.079, 0.078, 0.075, 0.081, 0.096, 0.045, 0.044, -0.006, 0.015, -0.142],
  "total_charge": -1,
  "e_homo_ha": -0.122,
  "largest_force_ha_per_bohr": 0.0227
}

=====

Entry 3:
{
  "formula": "C3H4BrN",
  "method": "the ωB97M-V functional and the def2-TZVPD basis",
  "species": ["C", "C", "C", "N", "Br", "H", "H", "H", "H"],
  "positions_angstrom": [[-1.004, -0.330, -2.101], [-0.211, -0.085, 0.306], [-0.047, -0.772, -1.003], [-1.695, 0.024, -2.904], [-0.685, -2.628, -0.614], [-1.250, -0.224, 0.661], [0.267, 0.980, 0.373], [0.449, -0.598, 1.047], [0.946, -0.777, -1.276]],
  "forces_ev_per_a": [[4.17, -1.35, 4.20], [1.22, 1.52, 1.91], [-3.65, -0.49, -0.31], [-2.67, 1.30, -3.03], [0.54, 0.09, -0.39], [0.61, 0.80, -0.08], [-1.55, -1.54, -0.59], [-0.61, 0.00, -0.57], [1.95, -0.33, -1.14]],
  "lowdin_charge": [-0.294, -0.210, -0.670, 0.157, 0.680, 0.077, 0.123, 0.075, 0.063],
  "e_homo_ha": -0.397,
  "largest_force_ha_per_bohr": 0.1179,
  "smiles": "C[C@@H](Br)C#N"
}

=====

Summary of E_tot in Ha
-357.11202 -420.19194 -2745.44723
(order as listed above)
Summary of molecular weight in g mol⁻¹
87.034 121.160 133.976
(order as listed above)
Summary of energy relative to the best compared isomer or geometry (same formula, charge and spin) in kcal per mole
113.4 16.9 9.3
(order as listed above)